Formula: C27H38N5O5STeY
Source: the Open Molecules 2025 dataset
Level of theory: wB97M-V/def2-TZVPD

Positions of all 78 atoms, in Å:
Y 5.8036 9.6727 15.2425
O 4.6067 10.2833 17.0662
S 5.0889 11.7020 17.3119
O 5.3160 12.0855 18.6853
N 6.4839 11.7056 16.3926
C 6.7285 12.8397 15.6451
C 7.3856 13.9447 16.1003
C 7.7154 14.9582 15.2165
C 7.1697 15.0065 13.9457
C 6.4508 13.9239 13.3868
C 5.7309 13.9300 12.1413
C 4.9781 12.7832 11.8284
C 4.8912 11.7420 12.6956
N 5.6780 11.6830 13.8160
C 6.3328 12.7897 14.2649
C 3.7773 12.7025 16.6868
C 3.8781 14.0862 16.5747
C 2.8660 14.8796 16.0178
C 1.6943 14.2592 15.5680
C 1.5619 12.8512 15.6881
C 2.6362 12.0622 16.1397
H 7.5362 14.1002 17.1404
H 8.3709 15.7493 15.5049
H 7.4039 15.8133 13.2473
H 5.6621 14.8441 11.5610
H 4.4405 12.7334 10.8598
H 4.5122 10.7601 12.4026
H 4.7553 14.6412 17.0048
H 2.9414 15.9367 15.9718
H 0.8833 14.8554 15.1418
H 0.6670 12.3416 15.4509
H 2.5598 10.9581 16.0517
O 5.2706 7.2521 16.0376
C 6.3971 7.2937 16.6246
O 7.2567 8.2829 16.4051
C 6.6866 6.2611 17.6868
N 7.9894 6.6091 18.4218
C 9.1197 6.2178 17.4391
C 8.5238 5.0735 16.6045
C 7.0536 4.9671 16.9472
H 5.8052 6.1502 18.3473
H 8.0650 6.0390 19.2533
H 7.9668 7.6067 18.6885
H 10.0169 5.8822 17.9848
H 9.3462 7.0785 16.8467
H 9.1234 4.1710 16.7240
H 8.6473 5.3545 15.5544
H 6.9681 4.0709 17.6069
H 6.3896 4.8368 16.0925
C 10.0482 9.4157 21.1958
Te 11.1773 11.1926 20.5421
C 10.2608 11.4497 18.5355
H 10.7206 8.8624 21.8145
H 9.6905 8.9718 20.2745
H 9.2788 9.8724 21.8007
H 10.0870 10.4590 18.1298
H 10.9811 12.0270 17.9246
H 9.2618 12.0078 18.6547
C 9.3141 8.7607 13.1398
N 8.5284 8.0662 12.1867
C 8.9308 8.0347 10.7727
C 7.2294 7.9011 12.4965
O 6.5852 8.5995 13.3566
N 6.6021 6.9123 11.7914
C 5.1289 6.7508 12.0734
C 7.2923 5.6918 11.3238
H 10.3862 8.7866 12.9275
H 9.1938 8.2196 14.1110
H 8.9950 9.7863 13.3267
H 9.5769 8.8989 10.5610
H 8.0898 8.0830 10.0643
H 9.5676 7.1656 10.6094
H 4.7672 5.9264 11.4659
H 4.5977 7.6816 11.7958
H 4.9259 6.4451 13.1295
H 8.3528 5.6462 11.6782
H 7.3466 5.5952 10.2473
H 6.7143 4.7878 11.6599

Force components x, y, z for each atom (eV/Å):
0.7 -0.1 0.2
0.4 0.3 0.0
1.3 0.0 0.8
-0.2 -0.5 -1.2
-2.6 -1.7 1.1
0.7 0.4 -1.3
-0.5 -0.4 -0.1
-0.7 0.8 -1.9
1.1 0.3 -0.7
-0.8 -0.4 0.8
-0.1 -1.2 1.6
-0.3 2.4 -1.8
3.1 -1.8 1.6
-1.8 -0.5 -0.1
-0.7 0.4 -1.2
-0.8 -0.2 -1.7
1.0 1.4 1.0
-0.5 -1.9 -0.1
0.1 -0.9 0.4
1.7 0.8 0.3
-0.2 0.2 0.0
0.6 -0.3 0.8
0.1 0.5 0.4
0.0 0.1 0.5
0.3 -0.3 -0.2
0.3 0.1 0.9
-0.5 0.5 0.0
-0.9 -0.8 -0.5
0.3 0.7 0.0
0.2 -0.3 0.2
-0.8 -0.2 -0.5
0.0 1.0 0.5
2.1 0.4 0.7
-0.9 3.0 -1.0
-1.5 -2.0 0.6
0.5 -0.6 -0.3
-0.5 0.2 -1.0
0.0 -0.7 0.8
0.9 0.8 -1.1
-0.2 -1.4 1.1
0.7 0.2 -0.1
0.0 -0.1 0.4
0.4 -0.4 -0.2
-0.5 0.4 0.1
0.0 0.5 -0.1
-0.4 -0.1 0.2
0.0 0.0 0.0
-0.5 0.7 -0.3
0.1 -0.1 0.1
0.2 2.0 -0.4
-0.2 -0.2 -0.8
-1.0 1.0 1.1
0.3 -0.7 0.0
0.0 -0.4 0.2
-0.5 -0.4 0.0
0.1 0.0 -0.2
-0.5 -0.4 0.4
1.6 -0.8 -0.3
0.7 0.2 2.1
-0.7 0.4 -0.7
0.9 0.3 -0.2
-1.1 -1.0 -0.7
0.7 -0.3 -0.2
-1.3 0.1 1.2
0.6 0.0 0.1
0.3 -0.7 0.6
-0.3 -0.2 -0.4
0.3 0.5 -0.5
-0.1 0.2 -0.2
-0.3 -0.1 0.2
0.2 -0.3 0.5
-0.2 -0.1 -0.4
0.0 0.2 -0.3
0.2 -0.6 0.3
0.3 0.5 -0.7
-1.1 0.0 0.0
-0.2 0.4 -0.4
0.7 0.9 0.0

Computed properties:
HOMO	-11.319	eV
charge	+2
energy above the lowest of the compared OMol25 structures with the same formula, charge and spin	1.340	eV
frontier orbital gap	0.214	Eh

Mulliken population analysis, charges in e, atoms 1 to 4:
1 Y 1.2555
2 O -0.8138
3 S 1.6245
4 O -0.7174

Formula: C27H38N6O6Tm
Source: the Open Molecules 2025 dataset
Level of theory: wB97M-V/def2-TZVPD

Positions of all 78 atoms, in Å:
Tm -0.0858 -0.2139 -0.7400
C 2.1009 -5.5599 -1.4528
O 1.5342 -4.2856 -1.0448
C 0.4550 -4.4905 -0.2361
C -0.1594 -5.6905 0.1615
C -1.2536 -5.6388 1.0198
C -1.7855 -4.4768 1.4081
C -1.1200 -3.1966 1.1298
C -1.6443 -1.9468 1.6722
N -1.3309 -0.8206 1.2319
N -2.0654 0.2031 1.8970
C -2.0640 1.2978 1.1835
O -1.5074 1.3780 0.0008
C -2.7581 2.4727 1.7043
C -2.3306 3.7636 1.3366
C -2.8253 4.9264 1.9893
C -3.8292 4.7797 2.9186
C -4.1897 3.5431 3.3715
C -3.6927 2.4068 2.7381
C -0.0368 -3.2297 0.2487
O 0.6088 -2.1614 -0.2086
H 1.5202 -6.1757 -2.1247
H 2.2755 -6.1776 -0.5455
H 3.0117 -5.1959 -1.8760
H 0.1405 -6.6470 -0.2324
H -1.7337 -6.5671 1.4175
H -2.6191 -4.4632 2.1728
H -2.4286 -2.0606 2.4666
H -1.5865 3.7987 0.5604
H -2.4238 5.8722 1.6986
H -4.2217 5.7296 3.3136
H -4.9841 3.4367 4.1614
H -3.8441 1.3816 3.1246
C 2.1268 -1.6646 -2.6919
O 1.0925 -0.7137 -2.7618
C 0.2967 -0.9410 -3.9379
C -0.8802 -1.7396 -3.5607
O -1.5340 -1.1331 -2.4674
C -2.4588 -2.0235 -1.7751
H 2.7286 -1.6831 -3.5877
H 1.7764 -2.6701 -2.3077
H 2.8284 -1.3275 -1.9211
H 0.7906 -1.3350 -4.8141
H -0.0845 0.0426 -4.2531
H -0.4772 -2.7537 -3.2623
H -1.5570 -1.7844 -4.4246
H -1.9116 -2.9132 -1.4741
H -3.1660 -2.2433 -2.5713
H -2.9441 -1.4733 -0.9310
C 3.4559 3.0839 2.1434
N 2.6417 2.4538 1.0644
C 2.1638 3.4294 0.0916
C 2.2394 1.2034 1.1566
O 1.8046 0.5433 0.1966
N 2.2378 0.5377 2.3623
C 1.4725 1.1354 3.4870
C 2.2485 -0.9548 2.3042
H 4.4222 3.3033 1.6459
H 3.6717 2.4227 3.0105
H 3.1315 4.0205 2.4480
H 1.4730 4.1182 0.5505
H 1.6464 2.8808 -0.7254
H 3.0083 4.0476 -0.2649
H 1.6340 2.2122 3.5288
H 1.6951 0.5046 4.3848
H 0.3873 1.0075 3.3511
H 2.9152 -1.3648 1.5657
H 1.2520 -1.3110 2.1661
H 2.6018 -1.2602 3.3558
N -0.6998 2.8406 -2.1427
C -0.2599 3.9881 -2.7139
C 0.8796 3.6995 -3.4409
C 1.0975 2.3742 -3.1444
N 0.1336 1.8213 -2.3950
H -1.4733 2.6369 -1.5242
H -0.9242 4.8687 -2.6776
H 1.4976 4.3485 -4.0382
H 1.8932 1.7735 -3.4704

Force components x, y, z for each atom (eV/Å):
0.4 0.7 0.1
0.6 0.7 1.4
-0.8 -2.6 -0.1
-1.0 0.4 0.9
1.1 1.1 -1.0
-0.9 -2.0 0.2
-0.3 3.3 2.4
-0.7 -1.6 -0.2
-1.0 -3.3 0.8
-0.4 2.5 -0.2
0.5 0.7 -0.4
-0.2 -1.4 -0.4
0.5 0.0 -0.2
-0.2 2.2 0.8
-0.4 0.1 0.6
0.6 -2.2 -1.6
0.4 2.1 0.4
-1.8 -1.3 0.4
0.6 -1.3 0.8
0.6 0.0 -0.3
-1.0 -0.1 0.2
-0.5 0.3 -0.4
0.2 0.4 -0.5
0.8 -0.6 -0.5
0.3 -0.1 0.0
0.6 0.8 -0.7
0.9 0.0 -1.1
0.7 0.4 -0.6
0.3 0.4 -0.1
0.0 0.5 -0.1
-0.1 -0.8 0.2
1.1 0.1 -0.8
-0.5 0.8 -0.1
1.3 -1.4 1.8
0.0 -0.2 -1.3
-1.0 2.4 0.2
0.1 -2.0 -0.1
0.3 0.6 1.4
-0.2 0.7 -1.0
-0.2 -0.2 -0.6
0.3 1.1 -0.9
-0.2 0.1 0.1
0.7 -0.4 0.2
0.3 0.0 0.2
-0.9 0.6 -0.3
0.0 -0.4 0.2
-0.2 -0.1 0.3
-0.6 -0.5 0.5
0.6 -0.5 -0.8
2.1 -2.2 -1.2
0.5 1.8 1.7
0.2 -0.8 -1.0
-1.0 -1.4 1.5
-0.6 0.0 -2.3
0.6 0.2 0.2
-0.2 -1.3 -0.2
0.5 1.1 2.7
-0.2 -0.2 0.4
-0.4 0.4 -0.9
-1.4 1.6 0.6
-0.4 0.2 0.4
0.6 0.6 0.5
-0.3 -0.6 -0.1
0.3 -0.3 0.6
0.2 1.2 -0.4
0.1 -0.1 -0.3
0.2 0.2 -0.3
-0.7 -0.5 -0.2
-0.5 0.2 -1.6
0.7 0.5 -0.6
-1.9 0.5 -0.1
-0.3 0.5 0.7
-0.4 -1.2 0.0
0.3 0.5 0.3
-0.2 0.3 0.3
0.8 -0.5 0.1
-0.1 0.0 0.1
0.9 -0.7 -0.3

Computed properties:
spin multiplicity	3
HOMO (alpha / beta)	-10.146 / -10.146	eV
charge	+1
frontier orbital gap (alpha / beta)	0.293 / 0.294	Eh

Mulliken population analysis, charges in e, atoms 1 to 4:
1 Tm 1.4065
2 C -1.1643
3 O -0.2910
4 C 0.7147

Formula: C27H39BF4MgN6O8P2S3
Source: the Open Molecules 2025 dataset
Level of theory: wB97M-V/def2-TZVPD

Positions of all 91 atoms, in Å:
Mg 0.2705 -0.0888 0.1146
S -1.1103 0.3836 2.4341
C -2.7290 0.2260 1.8152
C -3.7724 0.4586 2.7773
N -4.5751 0.6588 3.5826
C -3.0902 -0.0899 0.5321
S -2.0601 -0.4401 -0.8292
C -4.4978 -0.1660 0.2389
N -5.6215 -0.2429 -0.0119
N 4.4066 0.5651 -7.3665
C 4.0978 0.6779 -5.9997
C 3.5314 -0.3940 -5.3148
C 3.1905 -0.2731 -3.9813
C 3.4083 0.9284 -3.3245
C 3.9548 2.0104 -3.9978
C 4.3037 1.8841 -5.3322
S 2.9990 1.1111 -1.6170
O 3.4096 -0.1990 -1.0486
O 3.7459 2.2430 -1.1246
N 1.4444 1.1847 -1.4492
C 0.8386 2.3571 -1.0763
N -0.1076 2.1338 -0.1512
C -0.7434 3.1704 0.3593
C -0.4684 4.4595 -0.0764
C 0.4823 4.5789 -1.0761
N 1.1419 3.5505 -1.5967
H 4.5216 -0.3871 -7.6759
H 5.1774 1.1437 -7.6608
H 3.3204 -1.3241 -5.8298
H 2.7312 -1.1047 -3.4667
H 4.1051 2.9414 -3.4677
H 4.7259 2.7289 -5.8660
H -1.4751 2.9374 1.1261
H -0.9799 5.3193 0.3313
H 0.7274 5.5545 -1.4885
C 1.6069 -1.3024 4.4200
C 2.8331 -0.6899 3.7759
C 4.0541 -0.7167 4.6790
O 3.1358 -1.4493 2.5919
P 3.1575 -0.7076 1.1240
O 2.0263 0.2605 1.1584
C 3.0576 -2.3573 0.3229
P 1.4433 -3.0670 0.7114
O 0.3754 -2.0584 0.8393
O 1.5376 -3.9052 2.0651
C 2.4341 -5.0210 2.2061
C 3.5181 -4.6649 3.2090
C 1.6122 -6.2148 2.6520
O 1.2800 -4.1549 -0.4149
C 0.0468 -4.9529 -0.4488
C 0.4403 -6.2702 -1.0836
C -1.0358 -4.2284 -1.2075
O 4.5734 0.0138 1.2434
C 5.8422 -0.6379 1.1396
C 6.1887 -1.0115 -0.2915
C 6.8466 0.3448 1.7115
H 1.3518 -0.7683 5.3380
H 1.8002 -2.3508 4.6635
H 0.7509 -1.2504 3.7459
H 2.6083 0.3390 3.4857
H 4.2689 -1.7417 4.9936
H 3.8792 -0.1128 5.5717
H 4.9278 -0.3217 4.1582
H 3.8383 -2.9822 0.7609
H 3.1449 -2.3251 -0.7592
H 2.8859 -5.2420 1.2329
H 3.0997 -4.6211 4.2167
H 3.9419 -3.6880 2.9832
H 4.3080 -5.4193 3.1928
H 1.1111 -5.9818 3.5928
H 2.2589 -7.0818 2.8034
H 0.8560 -6.4695 1.9108
H -0.2624 -5.1102 0.5900
H 0.7520 -6.0955 -2.1143
H -0.4155 -6.9473 -1.0879
H 1.2619 -6.7453 -0.5430
H -0.7409 -4.0695 -2.2421
H -1.2670 -3.2570 -0.7705
H -1.9428 -4.8389 -1.1881
H 5.8139 -1.5387 1.7690
H 6.1490 -0.1283 -0.9289
H 5.5012 -1.7446 -0.7080
H 7.1986 -1.4287 -0.3104
H 6.8444 1.2533 1.1076
H 7.8486 -0.0879 1.7018
H 6.5859 0.6121 2.7354
F 0.7360 -1.6919 -2.3457
B 0.6339 -2.1143 -3.7051
F 1.6850 -3.0576 -3.9188
F -0.5920 -2.7282 -3.9544
F 0.8152 -1.0218 -4.5569

Force components x, y, z for each atom (eV/Å):
-1.1 0.5 0.4
0.1 0.0 -0.1
0.0 0.0 0.0
0.0 0.0 0.0
0.0 0.0 0.0
0.0 0.0 0.0
0.0 -0.1 0.0
0.0 0.0 0.0
0.0 0.0 0.0
0.0 0.0 -0.1
0.0 -0.1 0.1
0.1 0.1 -0.1
0.1 0.0 0.2
0.1 0.1 0.0
0.0 0.0 0.0
0.0 0.1 0.0
0.3 -0.5 0.0
-0.1 0.3 -0.5
-0.1 0.1 0.0
0.0 0.1 0.1
0.0 -0.1 -0.2
0.3 0.2 0.1
-0.1 -0.1 -0.1
0.0 0.0 0.0
0.0 0.0 0.0
0.0 0.1 0.0
0.0 0.0 0.0
0.0 0.0 0.0
0.0 0.0 0.0
0.3 0.1 0.0
0.0 0.0 0.0
0.0 0.0 0.0
0.0 0.0 0.0
0.0 0.0 0.0
0.0 0.0 0.0
0.0 0.0 0.0
-0.1 0.0 0.1
0.0 0.0 0.0
0.1 0.1 -0.2
-0.1 -0.3 1.3
0.3 -0.3 -0.3
0.0 0.1 0.0
0.0 -0.1 0.0
0.3 -0.1 -0.2
0.0 0.0 0.1
0.0 0.0 0.0
0.0 0.0 0.0
0.0 0.0 0.0
0.0 0.0 0.0
0.0 0.0 0.0
0.0 0.0 0.0
0.0 0.0 0.0
-0.1 0.0 -0.5
0.0 -0.1 0.1
0.0 0.0 0.0
0.0 0.0 0.0
0.0 0.0 0.0
0.0 0.0 0.0
0.0 0.0 0.0
0.0 0.0 0.0
0.0 0.0 0.0
0.0 0.0 0.0
0.0 0.0 0.0
0.0 0.0 0.0
0.0 0.0 0.0
0.0 0.0 0.0
0.0 0.0 0.0
0.0 0.0 0.0
0.0 0.0 0.0
0.0 0.0 0.0
0.0 0.0 0.0
0.0 0.0 0.0
0.0 0.0 0.0
0.0 0.0 0.0
0.0 0.0 0.0
0.0 0.0 0.0
0.0 0.0 0.0
0.0 0.0 0.0
0.0 0.0 0.0
0.0 0.0 0.0
0.0 0.0 0.0
0.0 0.0 0.0
0.0 0.0 0.0
0.0 0.0 0.0
0.0 0.0 0.0
0.0 0.0 0.0
-0.1 0.0 -0.1
0.0 -0.2 0.2
0.0 0.0 -0.1
0.0 0.0 0.0
-0.4 -0.1 -0.1

Computed properties:
HOMO	-1.081	eV
charge	-2
energy above the lowest of the compared OMol25 structures with the same formula, charge and spin	0.309	eV
frontier orbital gap	0.177	Eh

Mulliken population analysis, charges in e, atoms 1 to 4:
1 Mg 1.4984
2 S -0.4536
3 C 0.6055
4 C -0.1003

Formula: C27H39BIrN6OSi
Source: the Open Molecules 2025 dataset
Level of theory: wB97M-V/def2-TZVPD

Positions of all 76 atoms, in Å:
Ir 0.4738 -0.0268 0.3345
C -1.9800 2.5120 -2.1672
C -1.3483 2.2630 -0.8114
C -0.1616 2.9050 -0.4753
C 0.6547 3.5953 -1.5394
C 0.2069 3.0651 0.9019
C 1.2526 4.1085 1.1965
C -0.5121 2.3773 1.9221
C -0.2321 2.5563 3.3997
C -1.5898 1.5616 1.5551
C -2.3901 0.8599 2.6163
C -2.0311 1.5306 0.1705
C -3.3121 0.8358 -0.1731
H -1.7542 1.7325 -2.9012
H -1.6442 3.4592 -2.5806
H -3.0627 2.5655 -2.0748
H 0.4114 4.6627 -1.5863
H 0.4730 3.1674 -2.5229
H 1.7222 3.5248 -1.3257
H 2.2194 3.8613 0.7534
H 1.3998 4.2903 2.2545
H 0.9330 5.0584 0.7568
H -1.0857 3.0397 3.8812
H 0.6322 3.1735 3.6108
H -0.0871 1.5924 3.8927
H -1.9823 -0.1406 2.7969
H -3.4316 0.7412 2.3239
H -2.3705 1.4020 3.5566
H -4.1639 1.4628 0.1107
H -3.3963 -0.1104 0.3590
H -3.3867 0.6291 -1.2392
B 3.6240 -1.8693 1.1830
N 3.2916 -0.4926 1.7254
C 4.1051 0.1039 2.5861
C 3.5584 1.3180 2.9778
C 2.3791 1.3867 2.2945
N 2.2119 0.2815 1.5178
N 2.5642 -2.3953 0.2430
C 2.6498 -3.5962 -0.3291
C 1.5409 -3.8033 -1.1286
C 0.7997 -2.6557 -0.9921
N 1.4310 -1.8037 -0.1577
H 3.7880 -2.6539 2.1061
H 4.7178 -1.8624 0.6413
H 5.0284 -0.3713 2.8861
H 3.9715 2.0433 3.6630
H 1.6437 2.1495 2.3249
H 3.5006 -4.2296 -0.1301
H 1.3071 -4.6666 -1.7299
H -0.1443 -2.4044 -1.4353
C -0.9435 -4.0698 1.3788
Si -1.9285 -2.6408 0.6415
C -3.4291 -2.5137 1.7492
C -2.5668 -3.1648 -1.0284
O -1.0650 -1.2156 0.5263
H -1.6121 -4.9276 1.5017
H -0.5321 -3.7910 2.3548
H -0.1217 -4.3433 0.7115
H -3.8973 -3.5026 1.7830
H -4.1545 -1.7912 1.3581
H -3.1447 -2.2244 2.7668
H -3.2709 -3.9937 -0.8948
H -1.7576 -3.5192 -1.6780
H -3.0907 -2.3457 -1.5380
N 1.1768 -0.7827 -7.0955
C 1.0289 -0.5841 -5.9709
C 0.8515 -0.3481 -4.5576
C -0.3174 -0.7478 -3.9153
C -0.4354 -0.5235 -2.5650
N 0.5341 0.0695 -1.8516
C 1.6562 0.4616 -2.4677
C 1.8529 0.2732 -3.8173
H -1.1166 -1.2265 -4.4664
H -1.3244 -0.8242 -2.0204
H 2.4116 0.9433 -1.8581
H 2.7710 0.5987 -4.2892

Force components x, y, z for each atom (eV/Å):
1.6 -2.9 -0.5
0.1 -0.3 0.1
-0.5 0.1 0.0
0.4 0.4 0.5
0.0 0.0 0.2
-0.3 -0.1 -0.5
-0.1 0.0 -0.1
0.2 0.3 -0.3
-0.2 0.0 -0.1
-0.1 -0.2 -0.9
0.0 -0.2 -0.2
0.2 0.2 0.5
0.2 -0.2 0.0
0.0 0.0 0.0
0.0 0.0 0.0
0.0 0.0 0.0
0.0 -0.1 0.0
0.0 0.0 0.0
0.0 0.0 0.0
0.0 0.0 0.0
0.0 0.0 0.0
0.1 -0.1 0.0
0.0 0.0 0.0
0.0 0.0 0.0
0.0 0.1 0.0
-0.1 0.1 0.0
0.1 0.0 0.0
0.0 0.0 0.0
0.0 -0.1 0.0
0.0 0.1 0.0
0.0 0.0 0.0
1.8 -1.2 0.6
0.3 0.2 0.1
0.1 -0.2 0.0
-0.1 0.3 0.1
0.3 0.2 0.3
-1.6 0.7 -0.6
-0.3 0.0 -0.1
0.1 0.0 0.0
0.0 -0.1 -0.3
0.0 0.0 -0.2
-1.0 0.6 -0.3
-0.5 0.3 -0.1
-0.5 0.3 -0.2
-0.1 0.0 -0.1
-0.1 -0.1 -0.1
0.2 -0.1 -0.1
0.0 0.1 0.0
0.0 0.0 0.1
0.2 -0.2 0.2
0.3 0.7 -0.3
-0.4 -1.8 0.6
0.3 0.8 -0.1
0.3 0.3 -0.4
0.6 1.5 -0.1
0.1 0.1 0.0
0.0 -0.2 -0.1
-0.1 -0.2 0.3
0.1 0.1 0.0
-0.1 -0.2 0.2
-0.2 -0.1 -0.1
0.1 0.2 0.0
-0.3 -0.1 0.0
-0.1 -0.2 0.0
-0.1 0.1 0.5
0.0 0.0 -0.2
0.1 -0.1 -0.3
0.0 0.1 -0.2
-0.4 0.2 0.2
-0.5 -0.1 1.3
0.2 0.2 0.5
0.0 0.0 -0.2
0.0 0.0 0.1
0.1 0.1 -0.1
0.0 -0.1 0.0
0.0 0.0 0.1

Computed properties:
spin multiplicity	2
HOMO (alpha / beta)	-14.276 / -14.268	eV
charge	+2
energy above the lowest of the compared OMol25 structures with the same formula, charge and spin	3.652	eV
frontier orbital gap (alpha / beta)	0.193 / 0.182	Eh

Mulliken population analysis, charges in e, atoms 1 to 4:
1 Ir 2.3415
2 C -1.9129
3 C 0.4613
4 C 0.8811

Here are the calculated max |F| numbers, same order: 3.932 4.043 1.292 3.339 (eV/Å).